Below is a structure of composition C24H21BrN5NiO3S3 in a non-equilibrium geometry, with properties calculated with the ωB97M-V functional and the def2-TZVPD basis.

Geometry as XYZ:
```
58
Properties=species:S:1:pos:R:3:forces:R:3:lowdin_charge:R:1
Ni -0.9275 0.2534 0.3352 -0.448 0.048 -0.311 0.047
O -0.5330 0.1490 2.4412 -0.068 0.172 -0.080 -0.242
N -1.1386 -0.8896 2.9678 0.129 0.130 -0.074 -0.214
C -0.4447 -1.6248 3.8544 -0.001 -0.063 0.046 -0.063
C -0.9896 -2.7117 4.4880 -0.020 0.037 -0.008 -0.105
C -2.3044 -3.0645 4.1614 0.051 -0.112 0.088 -0.127
C -2.9905 -2.3299 3.2340 -0.075 0.133 -0.165 -0.117
C -2.4326 -1.1969 2.5875 0.061 -0.109 0.095 -0.703
S -3.1967 -0.2694 1.4116 -0.143 0.020 0.097 0.655
H 0.5699 -1.2835 3.9866 0.004 -0.012 -0.002 0.123
H -0.3941 -3.2697 5.1955 0.008 -0.034 0.013 0.081
H -2.7732 -3.9247 4.6257 -0.006 -0.012 -0.001 0.085
H -3.9937 -2.5970 2.9339 -0.020 0.005 0.017 0.088
O 1.6366 -1.9087 1.5713 0.161 -0.004 -0.004 -0.021
C 0.7957 -2.5088 0.8977 -0.072 0.281 0.052 -0.515
C 0.9389 -4.0092 0.6372 0.023 -0.111 -0.011 -0.119
C -0.3452 -4.3567 -0.0823 0.017 -0.075 -0.004 -0.114
C -1.0317 -2.9929 -0.2632 0.068 0.226 0.086 -0.520
O -2.0864 -2.8922 -0.8541 -0.155 -0.004 -0.114 0.022
N -0.3099 -1.9793 0.3265 0.193 -0.551 -0.010 0.145
H 1.0908 -4.5198 1.5893 -0.016 -0.010 0.005 0.100
H 1.8358 -4.1632 0.0331 0.013 -0.013 0.008 0.103
H -1.0139 -4.9987 0.4937 0.000 -0.004 0.006 0.104
H -0.2118 -4.8114 -1.0644 0.001 -0.020 -0.011 0.101
S -1.4389 2.7802 0.7691 0.739 0.035 -0.352 0.690
C -0.1052 3.5791 0.2547 -1.050 0.507 0.693 -1.164
N 0.9514 4.0277 1.0718 0.076 -0.271 -0.280 -0.096
C 2.1752 4.2949 0.3314 0.134 -0.004 -0.013 -0.269
C 1.7817 4.8208 -1.0561 0.059 -0.029 0.004 -0.454
S 0.0915 4.2384 -1.3641 0.053 -0.191 -0.165 0.865
H 1.0758 3.4124 1.8658 -0.100 0.024 0.039 0.104
H 2.7976 3.4017 0.2133 -0.063 -0.046 0.027 0.080
H 2.7616 5.0436 0.8702 0.066 -0.016 -0.028 0.102
H 2.4480 4.4121 -1.8162 0.025 0.074 -0.003 0.054
H 1.8156 5.9087 -1.1041 -0.033 0.018 0.026 0.055
N -2.9752 0.7492 -6.8632 -0.028 0.017 -0.134 0.083
C -2.6766 0.6496 -5.7535 0.069 -0.050 0.353 -0.231
C -2.3056 0.5253 -4.3696 -0.107 0.067 -0.314 -0.285
C -1.2210 -0.2687 -3.9963 0.039 -0.037 0.115 -0.071
C -0.8684 -0.3552 -2.6583 0.000 -0.055 0.048 -0.149
C -1.5287 0.3318 -1.6169 0.136 0.260 0.046 -0.173
C -2.6343 1.0947 -2.0540 0.038 -0.029 0.028 -0.143
C -3.0235 1.2005 -3.3782 -0.030 -0.019 0.051 -0.072
H -0.6707 -0.8106 -4.7585 0.012 -0.010 0.004 0.097
H -0.0357 -1.0089 -2.4024 0.025 0.012 0.006 0.082
H -3.2108 1.6414 -1.3131 0.010 0.025 -0.004 0.056
H -3.8787 1.8060 -3.6623 0.012 0.006 0.003 0.097
Br 3.8890 1.3602 -3.1103 0.027 -0.019 -0.016 0.682
C 3.1502 1.0883 -1.3782 -0.094 0.066 -0.057 -0.674
C 3.9794 0.9483 -0.2808 0.073 -0.135 -0.086 -0.142
C 3.3724 0.8013 0.9496 -0.197 0.029 0.136 -0.062
C 1.9808 0.7928 1.0254 0.340 -0.055 0.297 -0.139
N 1.2017 0.9232 -0.0401 0.064 -0.286 0.180 0.080
C 1.7737 1.0668 -1.2276 -0.071 0.299 -0.407 -0.180
H 5.0557 0.9247 -0.3967 -0.017 0.074 0.010 0.095
H 3.9554 0.6665 1.8501 0.033 -0.019 0.011 0.103
H 1.4613 0.6510 1.9649 -0.004 -0.045 -0.007 0.091
H 1.1051 1.2028 -2.0736 0.060 -0.112 0.068 0.094
```
Positions in Å, forces in eV/Å.

Calculated values
energy relative to the best compared isomer or geometry (same formula, charge and spin) = 177.4 kJ/mol
charge = -2
maximum force = 1.4 eV Å⁻¹
Kohn-Sham gap (spin up / spin down) = 3.8 / 3.9 eV
2S+1 = 2

***

Below is a structure of composition C28H22BrN5O3S3V, with properties calculated with the ωB97M-V functional and the def2-TZVPD basis.

Geometry as XYZ:
```
63
Properties=species:S:1:pos:R:3:forces:R:3:lowdin_charge:R:1
V -0.9584 -0.8289 0.1740 -0.538 -0.004 0.180 0.472
O -0.8958 2.9760 1.2169 0.142 0.017 -0.023 0.002
C -0.8428 1.9299 0.5660 -0.074 0.063 -0.044 -0.606
O -0.5020 0.7715 1.0908 0.188 0.212 0.157 -0.253
C -1.1338 1.8614 -0.8697 0.046 0.030 -0.029 -0.272
C -1.6241 2.9691 -1.5581 -0.031 -0.008 0.067 -0.072
C -1.8212 2.9158 -2.9113 -0.017 0.017 -0.016 -0.057
C -1.4918 1.7017 -3.6027 0.011 -0.025 -0.017 -0.172
C -1.6155 1.5809 -4.9901 -0.009 0.015 0.018 -0.087
C -1.3046 0.4034 -5.6507 0.008 -0.018 -0.008 -0.145
C -0.8568 -0.6840 -4.9043 -0.003 0.002 -0.022 -0.119
C -0.7240 -0.5965 -3.5318 0.003 0.025 0.032 -0.027
C -1.0329 0.5872 -2.8351 -0.044 -0.041 -0.027 -0.207
N -0.8873 0.6507 -1.4739 -0.047 -0.013 0.033 0.018
H -1.8393 3.8576 -0.9760 -0.002 -0.003 0.004 0.109
H -2.2127 3.7598 -3.4684 0.000 0.000 0.006 0.085
H -1.9693 2.4436 -5.5482 0.004 0.003 0.003 0.090
H -1.4050 0.3329 -6.7281 -0.003 -0.003 0.003 0.074
H -0.6006 -1.6141 -5.3996 -0.001 -0.002 0.001 0.087
H -0.3661 -1.4357 -2.9587 0.003 -0.012 0.001 0.068
S -1.4404 -2.3065 2.0613 0.017 0.018 0.014 0.578
C -3.1852 -2.3693 2.1099 -0.008 0.020 -0.015 -0.699
C -3.8359 -3.1266 3.0914 -0.001 -0.007 0.014 -0.160
C -5.2173 -3.1976 3.1654 -0.003 -0.004 -0.002 -0.149
C -5.9917 -2.5009 2.2429 -0.003 0.003 0.004 -0.149
C -5.3644 -1.7494 1.2615 -0.013 -0.004 -0.003 -0.160
C -3.9726 -1.6718 1.1724 0.003 0.005 0.025 -0.676
S -3.2540 -0.7060 -0.1083 -0.083 -0.059 -0.063 0.660
H -3.2235 -3.6654 3.8060 0.001 0.003 0.002 0.081
H -5.6880 -3.7940 3.9401 0.000 0.001 0.001 0.077
H -7.0747 -2.5419 2.2871 0.001 -0.002 -0.002 0.076
H -5.9535 -1.2014 0.5344 0.000 -0.002 -0.001 0.083
C 3.9577 1.5730 2.4774 0.022 -0.034 -0.026 -0.015
C 3.3513 1.8099 1.1339 -0.029 -0.092 0.004 -0.275
C 2.7525 2.9643 0.7523 -0.016 0.010 -0.053 0.019
C 2.2076 3.0202 -0.5584 0.003 0.025 0.129 -0.303
N 2.3074 2.0382 -1.4187 0.116 0.023 -0.089 0.123
C 2.9414 0.8887 -1.0666 -0.154 0.110 0.063 -0.864
S 3.1983 -0.3807 -2.1061 0.099 -0.108 0.034 0.562
N 3.4034 0.7986 0.2363 0.031 0.069 -0.060 0.096
C 1.4892 4.2522 -1.0019 0.048 0.044 -0.030 -0.014
H 4.0883 2.5186 2.9992 -0.013 -0.002 0.010 0.083
H 4.9266 1.0781 2.3859 0.011 0.008 -0.014 0.087
H 3.3065 0.9374 3.0759 -0.009 0.024 0.019 0.024
H 2.6675 3.7977 1.4322 -0.043 -0.015 0.010 0.115
H 3.8200 -0.0886 0.4821 -0.005 -0.004 0.006 0.112
H 1.6517 5.0802 -0.3125 0.017 0.003 -0.012 0.075
H 0.4225 4.0312 -1.0338 0.019 0.001 0.018 0.056
H 1.8064 4.5220 -2.0088 -0.020 -0.013 -0.011 0.085
Br 0.8271 0.0619 3.9994 -0.064 0.033 0.031 0.789
C 1.8400 -1.2069 3.0278 -0.028 -0.159 0.023 -0.767
C 2.8928 -1.8438 3.6807 -0.008 0.064 0.024 -0.134
C 3.6501 -2.7428 2.9540 0.008 -0.010 -0.050 -0.086
C 3.3290 -2.9729 1.6230 -0.010 -0.018 0.053 -0.058
C 2.2471 -2.2993 1.0804 0.052 0.025 0.025 -0.135
N 1.5131 -1.4222 1.7752 0.098 -0.001 -0.192 0.039
H 3.0983 -1.6240 4.7184 -0.007 -0.012 0.002 0.089
H 4.4803 -3.2579 3.4227 -0.002 -0.005 0.002 0.098
H 3.8879 -3.6697 1.0140 0.009 0.014 -0.009 0.103
H 1.9463 -2.4434 0.0519 0.015 0.014 -0.004 0.070
O 0.3754 -4.4535 -1.7986 0.100 0.022 -0.009 0.014
C 0.0910 -3.3875 -1.3364 -0.196 -0.066 0.031 -0.524
N -0.1913 -2.3306 -0.8857 0.415 -0.180 -0.220 -0.017
```
Positions in Å, forces in eV/Å.

Calculated values
energy relative to the best compared isomer or geometry (same formula, charge and spin) = 0.0 kJ/mol
charge = -2
maximum force = 0.6 eV Å⁻¹
Kohn-Sham gap (spin up / spin down) = 3.6 / 5.6 eV
2S+1 = 4

***

Below is a structure of composition C42H58BrN3O4Re in a non-equilibrium geometry, with properties calculated with the ωB97M-V functional and the def2-TZVPD basis.

Geometry as XYZ:
```
109
Properties=species:S:1:pos:R:3:forces:R:3:lowdin_charge:R:1
Re -0.1631 -0.9646 1.0664 0.192 0.278 -0.115 1.701
C -2.0905 -1.9363 3.4050 -0.227 -0.066 0.056 -0.072
N -0.7024 -1.4609 3.3015 0.079 -0.376 -0.720 -0.347
C 0.2113 -2.5210 3.7584 0.105 -0.140 0.175 -0.079
C -0.5136 -0.2140 4.0699 0.110 0.271 -0.095 -0.158
C -0.6959 1.0416 3.2177 -0.145 -0.079 0.200 -0.144
N 0.1710 1.0340 2.0128 -0.282 -0.624 -0.284 -0.242
C 1.5785 1.2839 2.4289 0.314 -0.151 0.069 -0.105
C 2.6530 0.8938 1.4538 -0.223 -0.272 0.063 -0.150
C 3.5946 1.8207 1.0521 0.040 0.058 -0.010 0.012
C 4.6713 1.4547 0.2563 0.012 -0.039 -0.023 -0.157
C 4.7746 0.1134 -0.0937 0.044 0.116 0.047 0.040
C 3.8591 -0.8620 0.2896 -0.438 -0.292 0.189 -0.071
C 2.7571 -0.4477 1.0645 0.933 0.626 -0.535 -0.281
O 1.7786 -1.2978 1.4382 -2.448 0.034 0.246 -0.251
C 4.0220 -2.3176 -0.1733 -0.052 -0.061 -0.031 -0.522
C 2.8964 -2.6642 -1.1641 0.095 0.039 0.073 -0.034
C 5.3593 -2.5313 -0.8888 -0.110 0.018 0.022 -0.069
C 3.9823 -3.2906 1.0192 0.014 0.177 -0.113 -0.037
C 5.6933 2.5039 -0.1724 0.030 0.061 0.003 -0.558
C 6.4244 3.0249 1.0748 -0.019 -0.018 -0.102 -0.046
C 4.9737 3.6651 -0.8752 0.036 -0.068 0.020 -0.047
C 6.7357 1.9414 -1.1417 -0.080 0.022 0.075 -0.065
C -0.2260 2.1112 1.0730 0.020 0.141 -0.228 -0.124
C -1.5134 1.9624 0.2853 -0.112 -0.546 0.233 -0.134
C -1.7997 3.0115 -0.5803 -0.082 0.169 -0.004 0.018
C -2.9485 3.0245 -1.3432 0.000 0.083 0.059 -0.157
C -3.8749 2.0026 -1.1204 0.080 0.018 -0.078 0.023
C -3.6535 0.9396 -0.2648 0.207 -0.315 0.112 -0.063
C -2.3809 0.8682 0.3629 -0.143 1.024 -0.598 -0.253
O -2.0091 -0.2301 1.0471 1.842 -1.276 0.593 -0.262
C -4.7862 -0.0528 0.0466 0.011 -0.101 0.041 -0.513
C -6.0222 0.2144 -0.8181 0.014 0.017 0.086 -0.069
C -5.1826 0.1706 1.5170 0.048 -0.045 -0.058 -0.032
C -4.4105 -1.5252 -0.1857 -0.038 0.171 -0.026 -0.038
C -3.2285 4.0782 -2.4099 -0.052 0.049 -0.072 -0.557
C -4.5856 4.7528 -2.1562 0.129 -0.059 0.013 -0.047
C -3.2434 3.3766 -3.7785 0.005 0.059 0.091 -0.040
C -2.1554 5.1683 -2.4423 -0.060 -0.106 0.032 -0.069
H -2.3326 -2.2128 4.4383 0.092 0.011 0.003 0.100
H -2.2279 -2.8067 2.7640 0.048 0.028 -0.027 0.096
H -2.7745 -1.1600 3.0735 0.048 -0.005 -0.007 0.063
H 0.0520 -2.7630 4.8162 -0.066 0.055 -0.022 0.099
H 1.2437 -2.2105 3.6097 -0.029 0.037 0.000 0.078
H 0.0405 -3.4166 3.1621 -0.039 0.022 -0.012 0.096
H 0.4877 -0.2276 4.4982 -0.010 -0.060 0.017 0.112
H -1.2181 -0.1671 4.9058 0.011 -0.057 0.018 0.134
H -0.4744 1.9233 3.8298 0.036 0.014 -0.035 0.139
H -1.7283 1.1183 2.8829 0.017 0.044 0.006 0.120
H 1.7546 0.7168 3.3429 -0.083 0.033 0.024 0.123
H 1.6786 2.3456 2.6731 -0.069 0.008 0.024 0.134
H 3.4813 2.8474 1.3838 -0.007 0.008 -0.014 0.117
H 5.6090 -0.1918 -0.7051 -0.028 0.026 0.034 0.084
H 2.8882 -1.9591 -1.9962 -0.026 -0.020 -0.010 0.088
H 1.9227 -2.6244 -0.6839 -0.084 -0.014 -0.004 0.050
H 3.0418 -3.6740 -1.5561 0.023 -0.004 0.009 0.088
H 5.4253 -1.9234 -1.7924 0.076 -0.034 -0.014 0.086
H 5.4383 -3.5771 -1.1889 -0.001 -0.010 0.014 0.086
H 6.2016 -2.3010 -0.2329 0.044 0.013 -0.059 0.090
H 3.0256 -3.2430 1.5291 -0.076 -0.030 0.089 0.064
H 4.7752 -3.0583 1.7341 0.002 -0.021 0.002 0.090
H 4.1284 -4.3111 0.6589 0.013 0.001 0.015 0.085
H 5.7255 3.4531 1.7944 0.010 0.020 0.009 0.076
H 7.1462 3.7960 0.7953 -0.001 0.006 0.023 0.084
H 6.9607 2.2103 1.5650 0.008 0.018 0.030 0.089
H 4.2798 4.1763 -0.2070 -0.012 0.005 -0.002 0.073
H 4.4091 3.2953 -1.7325 -0.012 0.030 -0.011 0.094
H 5.7024 4.3982 -1.2279 -0.013 0.016 0.009 0.083
H 7.3347 1.1575 -0.6752 0.003 -0.026 -0.036 0.085
H 7.4131 2.7413 -1.4447 0.011 -0.007 -0.006 0.084
H 6.2623 1.5405 -2.0395 0.036 -0.022 -0.015 0.092
H 0.5927 2.2182 0.3597 0.056 -0.049 0.034 0.122
H -0.2909 3.0416 1.6523 0.049 -0.001 0.016 0.140
H -1.0800 3.8185 -0.6534 0.007 -0.027 -0.028 0.115
H -4.8062 2.0360 -1.6667 0.039 0.018 0.028 0.092
H -6.4380 1.2084 -0.6435 -0.025 -0.008 -0.036 0.084
H -6.7916 -0.5175 -0.5676 -0.009 0.008 0.006 0.086
H -5.7883 0.1045 -1.8786 -0.049 0.014 -0.003 0.092
H -5.5294 1.1953 1.6636 -0.013 0.003 0.022 0.091
H -4.3325 0.0039 2.1809 -0.025 -0.016 -0.008 0.058
H -5.9852 -0.5131 1.8040 0.008 0.000 0.008 0.088
H -4.1351 -1.6768 -1.2291 0.004 -0.050 0.053 0.081
H -5.2618 -2.1682 0.0526 -0.058 0.075 -0.002 0.089
H -3.5701 -1.8315 0.4234 0.098 -0.047 0.072 0.059
H -5.4042 4.0338 -2.1662 -0.030 0.003 -0.006 0.073
H -4.7819 5.4977 -2.9301 -0.016 0.007 0.009 0.084
H -4.5823 5.2515 -1.1850 -0.042 0.023 -0.006 0.089
H -4.0281 2.6206 -3.8266 -0.009 -0.002 -0.017 0.080
H -2.2876 2.8806 -3.9547 -0.010 -0.007 -0.042 0.095
H -3.4146 4.1044 -4.5751 -0.009 -0.016 -0.010 0.084
H -2.0944 5.6915 -1.4857 0.037 0.020 -0.011 0.086
H -2.4063 5.9005 -3.2113 0.015 0.006 -0.006 0.084
H -1.1767 4.7492 -2.6819 0.026 0.046 0.012 0.087
N 0.9881 0.2880 -1.6380 -0.049 0.088 0.060 0.084
C 0.5013 -0.1900 -0.7030 -0.168 -0.317 -0.276 -0.368
Br -0.2491 -8.1267 -1.2694 -0.013 0.088 -0.018 0.716
C -1.1493 -6.5328 -1.7925 0.087 -0.180 0.045 -0.674
C -2.0868 -6.6011 -2.8083 -0.015 0.030 -0.017 -0.130
C -2.7437 -5.4395 -3.1910 0.019 -0.012 0.065 -0.065
C -2.4727 -4.2444 -2.5468 -0.003 0.029 -0.019 -0.012
C -1.5328 -4.1952 -1.5224 0.101 -0.090 -0.056 -0.119
C -0.8520 -5.3464 -1.1468 -0.013 0.009 0.010 -0.066
C -1.2704 -2.8725 -0.8658 -0.476 0.339 -0.696 -0.585
O -1.7345 -1.8550 -1.3590 0.392 -0.347 0.244 0.024
O -0.5909 -2.9154 0.2479 0.345 1.482 1.064 -0.174
H -2.2966 -7.5444 -3.2928 0.015 -0.002 -0.003 0.099
H -3.4678 -5.4705 -3.9944 -0.015 -0.021 0.013 0.107
H -2.9761 -3.3312 -2.8314 0.029 0.018 0.007 0.114
H -0.0970 -5.3064 -0.3743 -0.053 0.005 0.039 0.109
```
Positions in Å, forces in eV/Å.

Calculated values
energy relative to the best compared isomer or geometry (same formula, charge and spin) = 64.1 kJ/mol
charge = 0
maximum force = 2.5 eV Å⁻¹
Kohn-Sham gap (spin up / spin down) = 6.9 / 7.4 eV
2S+1 = 2